The following is a DFT calculation (ωB97M-V/def2-TZVPD) of 2 unconnected molecules or ions with the total composition C22H40NO4.

Values from the calculation:
Highest occupied orbital energy in eV: -12.6
LUMO energy in hartree: -0.16789
Charge: +1

```
67
Properties=species:S:1:pos:R:3:mulliken_charge:R:1
O -2.0506 0.3004 0.3651 -0.563
O -1.4342 -0.6195 -3.5876 -0.489
O -1.2391 4.3475 -3.6335 -0.526
O -2.3563 1.3639 -2.7201 -0.508
N 1.9049 0.0241 0.6254 0.498
C 2.2443 0.0084 -0.8001 0.930
C 3.7624 -1.5500 1.5655 -0.496
C 0.4994 0.1344 1.0173 0.620
C 1.1425 0.0965 -1.9222 -1.059
C 0.3167 4.3686 -5.4757 -1.067
C 3.7243 -0.0925 -1.3845 -1.254
C -4.0468 -1.5675 -1.4852 -1.314
C -6.4379 -1.0923 0.5760 -1.319
C 5.6193 -3.0145 2.7744 -1.019
C 5.2132 -1.5401 2.2658 -0.246
C -4.9573 -0.4429 0.7950 0.322
C -0.0067 0.1221 2.5421 -0.826
C -0.3568 0.2171 -1.5542 0.645
C -1.4405 0.2829 -2.7252 0.443
C 0.2828 -1.3607 3.1339 -0.909
C -3.9104 -1.4711 0.1385 -0.108
C 4.0426 1.1508 1.6111 -1.368
C 0.1417 4.2762 -3.9732 0.059
C 2.9984 -0.1051 1.6556 -0.271
C -4.7524 -0.2065 2.3792 -0.956
C -2.4169 -1.1184 0.6162 -0.489
C -0.6709 0.2331 -0.0315 0.050
H 6.2429 -2.9275 3.7250 0.312
H -4.8590 0.5721 0.2616 0.299
H 2.6031 -0.0824 2.7347 0.399
H 0.6544 5.1028 -3.4770 0.313
H 5.9693 -1.2707 1.4287 0.193
H 3.1095 -2.2534 2.2172 0.226
H 3.7438 -1.9988 0.5175 0.233
H -3.0349 -1.8541 -1.9354 0.343
H -6.3425 -2.1863 0.9348 0.336
H 4.5490 -0.2405 -0.6198 0.067
H -1.8268 2.1237 -2.3537 0.387
H 5.0146 0.9087 1.0708 0.289
H 4.3375 1.3948 2.7035 0.355
H 3.7648 -0.8638 -2.2449 0.378
H -1.7109 -1.7602 -0.0334 0.575
H 3.9366 0.9262 -1.8947 0.415
H -4.1323 -2.5291 0.5458 0.361
H 0.7988 -1.9831 2.3113 0.211
H 3.5262 2.0951 1.2174 0.352
H -1.6852 3.6080 -4.0697 0.318
H -5.7685 -0.3706 2.9042 0.391
H 0.5511 3.3349 -3.5890 -0.001
H -4.4521 0.8969 2.5237 0.184
H -4.4040 -0.5340 -1.8235 0.265
H 5.3372 -0.7548 3.0845 0.306
H -0.6732 -1.8988 3.4442 0.340
H -6.6971 -1.1103 -0.5452 0.275
H 0.9821 -1.3607 4.0381 0.321
H -0.2140 3.5544 -5.9779 0.323
H 1.4250 0.0917 -3.0402 0.418
H -2.2371 -1.4094 1.7097 0.021
H -7.1813 -0.4834 1.1943 0.422
H -3.9711 -0.8958 2.8576 0.175
H 4.6393 -3.5568 3.0323 0.282
H -4.7946 -2.3869 -1.7559 0.353
H 6.1726 -3.6182 1.9619 0.294
H 1.3733 4.3210 -5.7495 0.341
H -1.0934 0.4522 2.6641 0.391
H -0.1039 5.3038 -5.8535 0.281
H 0.6351 0.8983 3.1127 0.476
```